Run w
This record from the Open Molecules 2025 dataset describes 2 unconnected molecules or ions with the total composition C7H13N. The level of theory is ωB97M-V/def2-TZVPD.

XYZ file:
```
21
C7H13N, DFT ωB97M-V/def2-TZVPD
C -0.47 -1.56 1.44
C -0.10 -2.43 0.46
C 0.60 -2.11 -0.79
C 1.00 -3.07 -1.69
H -0.34 -0.47 1.25
H -0.93 -1.92 2.36
H -0.41 -3.48 0.53
H 0.94 -1.10 -1.00
H 1.54 -2.79 -2.61
H 0.81 -4.15 -1.50
C -0.85 2.58 -0.91
C -0.08 2.04 0.31
C 1.21 1.57 0.25
N -0.91 2.16 1.48
H -1.20 3.57 -0.63
H -1.71 1.98 -1.13
H -0.19 2.73 -1.78
H 1.86 1.29 1.12
H 1.69 1.60 -0.76
H -1.88 1.98 1.30
H -0.58 1.59 2.28
```

As for the spin multiplicity: 1. The LUMO energy comes out at 0.96 eV. For the HOMO-LUMO gap, the calculation gives 9.40 eV.

Run x
This record from the Open Molecules 2025 dataset describes a single C7H13N molecule. The level of theory is ωB97M-V/def2-TZVPD.

XYZ file:
```
21
C7H13N, DFT ωB97M-V/def2-TZVPD
C 0.21 0.61 -1.70
C -0.41 1.33 -0.32
C -0.31 0.44 0.85
C -0.93 -0.76 0.66
C -0.61 -2.15 1.29
C 1.96 1.00 1.28
C 0.86 0.49 1.82
N -0.89 0.07 -2.61
H 0.94 1.14 -2.27
H 0.71 -0.40 -1.38
H -0.04 2.28 -0.11
H -1.54 1.47 -0.59
H -1.72 -0.77 -0.09
H -1.69 -2.50 1.80
H -0.38 -2.81 0.44
H -0.06 -2.17 2.16
H 2.20 1.23 0.27
H 2.78 1.02 2.03
H 0.56 0.18 2.79
H -1.08 0.95 -3.20
H -0.57 -0.68 -3.11
```

As for the spin multiplicity: 1. The LUMO energy comes out at 1.03 eV. For the HOMO-LUMO gap, the calculation gives 9.28 eV.

Run y
This record from the Open Molecules 2025 dataset describes a single C7H13N molecule. The level of theory is ωB97M-V/def2-TZVPD.

XYZ file:
```
21
C7H13N, DFT ωB97M-V/def2-TZVPD
C -0.14 2.45 2.47
C -1.37 1.84 1.95
C -1.31 1.10 0.60
C -0.40 0.08 0.40
N 0.18 -0.30 -0.77
C 0.58 -1.68 -0.93
C 1.28 -2.91 -3.05
C 1.18 -1.79 -2.36
H -0.33 3.59 2.89
H 0.66 2.43 1.77
H 0.32 1.88 3.36
H -2.25 2.44 1.84
H -1.50 1.15 2.81
H -1.88 1.55 -0.20
H -0.01 -0.33 1.25
H -0.09 0.26 -1.66
H 1.27 -1.92 -0.06
H -0.28 -2.34 -0.78
H 0.98 -3.86 -2.71
H 1.58 -2.88 -4.05
H 1.54 -0.78 -2.76
```

As for the spin multiplicity: 1. The LUMO energy comes out at 1.10 eV. For the HOMO-LUMO gap, the calculation gives 8.68 eV.

Run z
This record from the Open Molecules 2025 dataset describes a single C7H13N molecule. The level of theory is ωB97M-V/def2-TZVPD.

XYZ file:
```
21
C7H13N, DFT ωB97M-V/def2-TZVPD
C -1.73 0.66 1.36
C -0.85 0.82 0.10
C -1.10 1.91 -0.97
C 0.60 0.43 0.28
C 1.24 -0.62 1.04
C 1.66 -1.65 -0.01
C 0.63 -1.25 -1.27
H -2.73 0.82 0.68
H -1.64 -0.27 1.86
H -1.44 1.46 2.21
H -2.24 1.80 -1.24
H -0.72 2.96 -0.61
H -0.58 1.49 -1.98
H 1.10 1.02 -0.32
H 0.61 -0.75 2.02
H 2.11 -0.24 1.69
H 2.66 -1.17 -0.42
H 1.85 -2.73 -0.06
H 1.02 -0.64 -1.99
H 0.10 -2.21 -1.68
N -0.40 -0.47 -0.49
```

As for the spin multiplicity: 1. The LUMO energy comes out at 1.01 eV. For the HOMO-LUMO gap, the calculation gives 8.92 eV.

Ranked by calculated energy, most stable first: run w, run y, run x, run z.

Run w
This record from the Open Molecules 2025 dataset describes a single C7H13N molecule. The level of theory is ωB97M-V/def2-TZVPD.

XYZ file:
```
21
C7H13N, DFT ωB97M-V/def2-TZVPD
C 2.05 -0.59 -0.01
C 0.71 0.14 -0.02
C -0.26 -0.37 1.05
C -1.37 0.57 0.78
C -1.48 0.50 -0.77
C -0.32 -0.42 -1.01
C -0.64 -1.51 0.01
H 2.68 -0.30 -0.85
H 2.53 -0.39 0.91
H 1.94 -1.66 -0.14
H 1.79 1.74 -0.66
H 0.30 2.04 -0.14
H 0.01 -0.64 2.06
H -2.34 0.36 1.35
H -1.00 1.54 1.10
H -2.49 0.11 -1.03
H -1.47 1.46 -1.40
H -0.05 -0.77 -2.03
H 0.04 -2.32 0.07
H -1.68 -1.84 0.06
N 1.08 1.54 0.07
```

As for the spin multiplicity: 1. The LUMO energy comes out at 1.11 eV. For the HOMO-LUMO gap, the calculation gives 10.45 eV.

Run x
This record from the Open Molecules 2025 dataset describes a single C7H13N molecule. The level of theory is ωB97M-V/def2-TZVPD.

XYZ file:
```
21
C7H13N, DFT ωB97M-V/def2-TZVPD
C -1.36 1.38 0.18
C -0.03 0.61 -0.20
C 0.92 1.46 -1.07
C 0.81 0.21 1.31
C -0.35 -1.71 0.51
C -0.54 -2.08 -0.91
C 0.19 -0.84 -0.73
H -2.04 1.36 -0.79
H -1.82 0.75 0.93
H -1.11 2.52 0.35
H 1.25 2.37 -0.41
H 0.42 1.90 -1.91
H 1.93 0.92 -1.21
H 1.77 0.59 0.97
H 0.43 0.82 2.26
H 0.49 -1.53 2.53
H -1.31 -1.45 0.73
H -1.56 -2.21 -1.33
H 0.03 -2.86 -1.63
H 1.22 -0.95 -1.05
N 0.67 -1.27 1.46
```

As for the spin multiplicity: 1. The LUMO energy comes out at 0.97 eV. For the HOMO-LUMO gap, the calculation gives 9.20 eV.

Ranked by calculated energy, most stable first: run w, run x.

Run w
This record from the Open Molecules 2025 dataset describes a single C7H13N molecule. The level of theory is ωB97M-V/def2-TZVPD.

XYZ file:
```
21
C7H13N, DFT ωB97M-V/def2-TZVPD
C -1.74 -1.01 -0.80
C -0.74 -0.46 0.28
C 0.02 0.82 -0.03
C -0.94 2.13 0.06
C 1.37 1.18 0.14
C 2.41 0.12 0.20
C 2.12 -1.02 -0.72
H -2.10 0.06 -1.16
H -1.01 -1.46 -1.71
H -2.58 -1.64 -0.42
H -1.53 -0.15 1.20
H -0.23 -1.20 2.01
H 0.28 -2.18 0.74
H -0.25 3.02 0.08
H -1.65 1.97 -0.76
H -1.60 2.10 1.02
H 1.83 2.11 -0.01
H 2.89 0.00 1.24
H 1.49 -0.50 -1.64
H 2.38 -2.24 -0.84
N -0.42 -1.65 1.12
```

As for the spin multiplicity: 1. The LUMO energy comes out at 0.58 eV. For the HOMO-LUMO gap, the calculation gives 9.34 eV.

Run x
This record from the Open Molecules 2025 dataset describes 3 unconnected molecules or ions with the total composition C7H13N. The level of theory is ωB97M-V/def2-TZVPD.

XYZ file:
```
21
C7H13N, DFT ωB97M-V/def2-TZVPD
C 0.17 -0.41 0.18
C 0.82 1.78 -0.07
C 0.80 -1.08 -1.00
C 2.11 1.74 0.69
C -1.07 0.12 0.16
C -1.67 -2.13 0.64
C -2.16 0.79 -0.03
N -2.00 -3.05 -0.15
H 0.61 -0.58 1.16
H -1.69 -2.90 -1.12
H -1.96 -2.22 1.70
H 0.09 2.49 0.31
H 0.91 1.81 -1.15
H 0.29 -0.83 -1.92
H 0.79 -2.16 -0.85
H 1.85 -0.76 -1.09
H -2.15 1.85 -0.22
H -3.12 0.30 0.07
H 1.94 1.60 1.76
H 2.77 0.94 0.35
H 2.68 2.68 0.59
```

As for the spin multiplicity: 1. The LUMO energy (alpha / beta) comes out at 0.95 / 0.95 eV. For the HOMO-LUMO gap (alpha / beta), the calculation gives 7.71 / 7.43 eV.

Ranked by calculated energy, most stable first: run w, run x.